One molecule with the formula C29H26ClI2N3O2S2 in a non-equilibrium geometry. Source: the OMol25 dataset; level of theory: ωB97M-V/def2-TZVPD.

The value obtained for the strongest force on any atom is 0.0388 hartree/bohr. For the LUMO energy, the calculation gives 0.07 eV. Its structure (SMILES) is C#Cc1ccc(CCC(=O)Nc2ccccc2)c2c1Sc1c(S)cc(C[C@H](O)CN)c(Cl)c1N2/C(I)=C(/C)I.

Structure (ORCA input):
```
! RIJCOSX wB97M-V def2-TZVPD def2/J DEFGRID3
* xyz 0 1
C 5.581 2.771 -3.290
C 5.020 1.970 -2.567
C 4.407 0.974 -1.679
C 5.003 -0.288 -1.606
C 4.402 -1.211 -0.743
C 3.248 -0.911 0.006
C 2.694 -2.055 0.866
C 2.956 -3.477 0.256
C 1.712 -4.329 0.643
O 1.669 -4.754 1.777
N 0.689 -4.637 -0.298
C -0.582 -4.038 -0.007
C -1.350 -3.569 -1.095
C -2.612 -3.015 -0.897
C -3.189 -2.897 0.382
C -2.414 -3.352 1.460
C -1.147 -3.912 1.264
C 2.644 0.371 -0.040
C 3.268 1.278 -0.933
S 2.584 2.925 -1.172
C 0.852 2.561 -0.841
C -0.094 3.345 -1.509
S 0.452 4.669 -2.618
C -1.462 3.111 -1.355
C -1.838 2.062 -0.509
C -3.339 1.718 -0.337
C -4.295 2.837 -0.790
O -4.029 3.984 0.018
C -5.766 2.389 -0.617
N -6.173 1.340 -1.581
C -0.872 1.287 0.171
Cl -1.526 -0.005 1.162
C 0.517 1.507 0.042
N 1.481 0.703 0.761
C 1.827 1.261 2.054
I 2.755 3.216 2.243
C 1.593 0.670 3.245
C 1.997 1.332 4.577
I 0.652 -1.221 3.469
H 6.279 3.371 -3.851
H 5.905 -0.538 -2.170
H 4.892 -2.190 -0.687
H 1.593 -1.931 0.842
H 3.013 -1.974 1.916
H 2.943 -3.394 -0.845
H 3.876 -3.931 0.653
H 0.949 -4.325 -1.231
H -1.002 -3.616 -2.135
H -3.228 -2.667 -1.736
H -4.194 -2.485 0.521
H -2.874 -3.272 2.451
H -0.620 -4.273 2.151
H 0.680 3.982 -3.776
H -2.197 3.701 -1.898
H -3.562 1.462 0.711
H -3.477 0.779 -0.915
H -4.131 3.110 -1.852
H -4.384 4.752 -0.448
H -5.964 2.039 0.416
H -6.395 3.280 -0.827
H -6.959 0.855 -1.158
H -5.417 0.684 -1.750
H 1.644 0.710 5.418
H 3.100 1.353 4.645
H 1.556 2.330 4.701
*
```